No. 1
DFT (wB97M-V/def2-TZVPD) results for 3 unconnected molecules or ions with the total composition CH4NO in a non-equilibrium geometry.

The geometry in ORCA input format:
```
! wB97M-V def2-TZVPD RIJCOSX def2/J DEFGRID3
* xyz -1 1
C -0.241 0.826 -0.252
N 0.925 0.247 -0.323
O 1.573 -0.553 0.446
H -0.201 1.776 -0.760
H -0.456 -1.195 0.064
H -1.197 0.935 0.590
H -0.404 -2.036 0.234
*
```

The HOMO-LUMO gap comes out at 7.08 eV. As for the total energy: -170.3470 a.u.

***

No. 2
DFT (wB97M-V/def2-TZVPD) results for 2 unconnected molecules or ions with the total composition CH4NO in a non-equilibrium geometry.

The geometry in ORCA input format:
```
! wB97M-V def2-TZVPD RIJCOSX def2/J DEFGRID3
* xyz 1 1
C 0.047 0.924 -0.656
N -0.012 -1.242 0.265
O 0.597 -0.167 -0.229
H 0.824 1.415 -1.265
H -0.925 1.436 -0.441
H -1.044 -0.506 1.519
H 0.512 -1.860 0.808
*
```

The HOMO-LUMO gap (spin up / spin down) comes out at 9.06 / 9.06 eV. As for the total energy: -169.9472 a.u.

***

No. 3
DFT (wB97M-V/def2-TZVPD) results for 2 unconnected molecules or ions with the total composition CH4NO2 in a non-equilibrium geometry.

The geometry in ORCA input format:
```
! wB97M-V def2-TZVPD RIJCOSX def2/J DEFGRID3
* xyz -1 1
C 0.138 0.702 2.092
N 0.419 -1.140 -1.681
O -0.557 -0.846 -2.771
O -0.833 0.713 2.849
H 0.302 -0.073 1.236
H 0.942 1.377 2.310
H -0.011 -0.651 -0.777
H -0.399 -0.082 -3.258
*
```

The HOMO-LUMO gap comes out at 4.91 eV. As for the total energy: -245.5873 a.u.

***

No. 4
DFT (wB97M-V/def2-TZVPD) results for 2 unconnected molecules or ions with the total composition CH4NO2 in a non-equilibrium geometry.

The geometry in ORCA input format:
```
! wB97M-V def2-TZVPD RIJCOSX def2/J DEFGRID3
* xyz -1 1
O 1.702 -1.076 0.240
H 1.111 -1.570 0.822
C -0.421 0.907 -1.061
N -1.270 0.982 0.183
O -0.125 -0.262 -1.367
H 1.044 -0.488 -0.270
H -1.315 0.025 0.567
H -0.727 1.481 0.886
*
```

The HOMO-LUMO gap comes out at 6.85 eV. As for the total energy: -245.7202 a.u.

***

No. 5
DFT (wB97M-V/def2-TZVPD) results for CH4NO2P in the gas phase in a non-equilibrium geometry.

The geometry in ORCA input format:
```
! wB97M-V def2-TZVPD RIJCOSX def2/J DEFGRID3
* xyz 0 1
C -0.663 -0.398 -0.040
N 0.068 -1.222 -0.935
O 1.376 2.405 1.579
O 0.175 0.438 0.757
P 0.324 2.066 0.650
H -1.366 0.224 -0.604
H -1.216 -1.030 0.662
H 0.729 -1.813 -0.449
H 0.573 -0.671 -1.620
*
```

The HOMO-LUMO gap comes out at 10.17 eV. As for the total energy: -587.1250 a.u. As for the structure (SMILES): NCOP=O.

***

No. 6
DFT (wB97M-V/def2-TZVPD) results for 2 unconnected molecules or ions with the total composition CH4NO2S2 in a non-equilibrium geometry.

The geometry in ORCA input format:
```
! wB97M-V def2-TZVPD RIJCOSX def2/J DEFGRID3
* xyz 0 2
S 1.536 -0.768 1.115
S 0.338 -2.325 1.629
H 0.917 -0.408 -0.096
H -0.761 -1.650 1.983
N -0.201 2.510 -2.075
C -1.068 1.508 -1.440
O -2.292 1.713 -1.638
O -0.495 0.661 -0.702
H -0.697 3.356 -2.378
H 0.661 2.573 -1.528
*
```

The HOMO-LUMO gap (spin up / spin down) comes out at 9.18 / 4.49 eV. As for the total energy: -1042.0337 a.u.